Entry 1:
2 unconnected molecules or ions with the total composition C28H43F2NO4SSi. Source: the OMol25 dataset; level of theory: ωB97M-V/def2-TZVPD.

Geometry as XYZ:
```
80
Properties=species:S:1:pos:R:3:forces:R:3:mulliken_charge:R:1
C 2.96408 1.16125 0.29105 -0.425 -0.135 -1.593 -1.3153
C 1.75300 0.74192 -0.56057 -0.072 0.675 0.053 0.2862
C 1.94443 -0.26688 -1.67420 -0.343 -1.338 1.913 -1.2377
C 0.53018 1.26004 -0.26392 0.157 0.480 -0.420 1.2369
C 0.26907 2.76323 -0.23885 0.563 -0.713 1.537 -0.8745
C -0.53186 3.23435 -1.47037 -0.173 0.285 0.615 -1.1063
C -1.96896 2.66196 -1.60673 0.307 -0.074 0.591 0.3195
C -2.68257 2.65375 -0.23136 -0.244 0.337 -0.363 -1.6508
C -2.06106 1.24416 -2.21518 -0.635 0.445 -0.315 0.2254
C -1.06949 0.98049 -3.35816 -0.026 -0.005 0.806 -0.4177
C -1.36887 -0.32647 -4.13664 -0.122 2.179 -0.293 -0.0445
N -2.13448 0.08113 -5.36456 -0.616 0.030 0.812 -0.7059
C -3.34435 0.15443 -5.24395 0.481 -1.367 -0.077 0.5785
S -4.86869 -0.15129 -5.03603 0.039 0.673 -0.250 -0.3299
O -2.13906 -1.14001 -3.27199 0.942 -1.402 0.277 0.0942
C -2.11258 -2.48004 -3.59648 -0.709 -0.248 -1.955 -0.0563
O -2.58293 -2.89051 -4.62926 0.556 0.517 1.328 -0.5222
C -1.43550 -3.46927 -2.61593 -0.509 -0.789 -0.204 1.0529
F -0.22089 -2.98124 -2.23628 -0.207 0.409 0.178 -0.2815
F -1.15495 -4.58338 -3.34919 0.158 0.069 -0.098 -0.3648
C -2.30536 -3.90435 -1.44270 0.245 0.934 0.968 -1.2455
C -3.37895 -2.86249 -1.00811 0.119 -0.917 0.673 0.0855
Si -3.60634 -2.72976 0.87876 -0.659 0.803 0.106 0.1240
C -4.89631 -1.33932 1.11270 0.261 -0.585 -0.595 -1.2487
C -4.29411 -4.30188 1.65278 0.451 0.296 0.408 -1.2149
C -2.01893 -2.16759 1.72903 -0.248 -0.371 -0.471 0.0207
C -0.94252 -1.77849 0.94409 -0.371 -0.158 -1.043 0.9119
C 0.26082 -1.39050 1.47335 0.846 0.081 0.250 -0.6316
C 0.41289 -1.34281 2.84587 0.414 0.155 -0.649 -0.8091
C -0.65744 -1.69514 3.63124 0.492 0.249 1.692 -0.7412
C -1.84998 -2.11448 3.10752 -0.805 -0.243 -0.311 -0.2886
H 2.78581 0.73451 1.27902 0.148 0.284 0.030 0.3134
H 3.05918 2.24932 0.34106 0.302 -0.158 0.233 0.3168
H 3.84540 0.66795 -0.13317 0.182 0.509 0.181 0.3554
H 2.02109 0.21372 -2.65219 0.131 0.085 0.184 0.4054
H 1.07450 -0.94385 -1.68122 0.111 0.142 -0.307 -0.1177
H 2.82088 -0.88990 -1.45591 -0.027 0.047 -0.468 0.5309
H -0.32063 0.60665 -0.05688 -0.170 0.095 -1.449 -0.3109
H -0.22459 3.04327 0.70268 -0.162 0.193 -0.309 0.2705
H 1.24619 3.26100 -0.21140 -0.219 0.115 -0.197 0.3992
H 0.07629 3.11180 -2.37248 -0.179 -0.140 0.055 0.3263
H -0.65179 4.32015 -1.33827 0.054 -0.136 -0.077 0.5042
H -2.53315 3.38933 -2.20499 0.199 -0.305 -0.299 0.4232
H -2.50850 1.72676 0.32344 0.122 0.178 0.038 0.2371
H -2.37651 3.51436 0.37269 -0.008 -0.183 0.003 0.4250
H -3.76443 2.75805 -0.37453 0.112 -0.189 0.012 0.4282
H -1.97459 0.52580 -1.39690 0.241 -0.104 -0.281 -0.8643
H -3.08403 1.12106 -2.60084 0.103 0.012 0.096 0.7927
H -1.10594 1.84930 -4.02122 0.120 -0.322 -0.198 0.4878
H -0.07263 0.95153 -2.90782 -0.041 -0.174 -0.239 -0.2746
H -0.43163 -0.78705 -4.45059 -0.330 -0.353 -0.097 0.4875
H -1.61761 -4.06310 -0.59935 0.101 -0.088 -0.301 0.4398
H -2.75269 -4.87782 -1.64443 0.004 0.207 -0.303 0.4807
H -3.18346 -1.84141 -1.34962 -0.096 -0.222 -0.171 -0.2952
H -4.34823 -3.22825 -1.37058 0.037 0.529 -0.176 0.7442
H -5.86561 -1.80678 1.31674 0.050 0.317 0.264 0.3508
H -4.58544 -0.62491 1.87688 -0.273 -0.119 0.053 0.3521
H -5.00587 -0.80800 0.15784 0.049 0.062 0.207 0.3272
H -5.24187 -4.61765 1.20953 0.229 -0.116 -0.096 0.3720
H -3.53731 -5.09421 1.66272 -0.311 -0.104 -0.204 0.3561
H -4.49643 -4.08264 2.71144 -0.013 0.000 -0.171 0.3060
H -1.05925 -1.78099 -0.13842 0.114 -0.032 0.074 -0.1040
H 1.10632 -1.11609 0.85141 -0.275 -0.110 -0.036 0.4665
H 1.36854 -1.01145 3.23725 -0.174 -0.079 0.292 0.5099
H -0.53094 -1.62517 4.70951 -0.144 -0.090 -0.075 0.3532
H -2.68089 -2.38774 3.75181 0.162 0.002 0.118 0.3210
O 3.86127 1.43606 3.41918 0.141 -0.263 0.038 -0.5771
C 4.91732 1.95023 3.17240 -0.103 0.474 0.194 0.8846
O 6.03969 1.20924 3.17237 -0.102 -0.442 -0.130 -0.3664
C 7.30415 1.68664 2.70525 0.212 0.177 0.078 -0.3935
C 8.05580 2.42679 3.79220 -0.097 0.089 0.112 -0.9612
C 5.01843 3.44118 2.95183 0.067 0.059 -0.552 -1.0777
H 7.18420 2.28467 1.80053 -0.060 0.046 0.045 0.3195
H 7.86483 0.79851 2.41697 -0.158 -0.092 0.030 0.3345
H 7.51751 3.31738 4.11776 0.035 0.039 -0.075 0.2744
H 9.04123 2.73036 3.43724 -0.006 -0.019 -0.006 0.3556
H 8.17862 1.78894 4.66778 0.043 -0.052 -0.059 0.2967
H 5.09498 3.93948 3.91744 0.012 -0.014 -0.002 0.3154
H 4.11175 3.77232 2.45022 -0.106 -0.048 0.202 0.2760
H 5.85178 3.73984 2.31969 0.105 0.024 0.170 0.3540
```
Positions in Å, forces in eV/Å.

## Properties
LUMO energy ... 0.0155 Eh
HOMO energy ... -0.2772 hartree
SMILES ... CC(C)=CCC[C@H](C)CC[C@H](N=C=S)OC(=O)C(F)(F)CC[Si](C)(C)c1ccccc1.CCOC(C)=O


Entry 2:
A molecular structure, C28H44Br2F3N2O5P. Source: the OMol25 dataset; level of theory: ωB97M-V/def2-TZVPD.

Geometry as XYZ:
```
85
Properties=species:S:1:pos:R:3:forces:R:3:mulliken_charge:R:1
N 2.54359 2.71268 0.98743 -0.126 -1.638 -0.860 -0.6951
C 2.44907 1.77249 0.31167 -0.446 1.500 -0.362 -0.8088
C 2.33209 0.70272 -0.75474 1.611 -0.117 0.918 3.0324
C 2.30104 -0.65896 0.04721 -0.418 -0.127 0.520 -1.3413
O 2.09399 -0.41244 1.45588 -0.141 0.289 -0.723 -0.3066
O 1.19531 -1.39738 1.92054 -0.242 -0.518 0.269 -0.3300
C 3.69972 0.72157 -1.55055 0.924 0.176 0.292 -0.5866
C 4.80679 1.46505 -0.77410 -0.285 -0.084 -0.812 -0.0164
C 5.51082 0.88339 0.27880 -0.382 0.139 -0.429 0.0613
C 6.46655 1.64398 0.94836 -0.372 -0.568 0.012 -0.8408
C 6.70157 2.95068 0.54801 0.645 0.770 0.341 -0.3090
C 6.03533 3.53610 -0.52270 -0.645 -0.626 -0.251 -0.7426
C 5.07767 2.77022 -1.18370 0.127 0.096 -0.042 -0.1858
C 1.06097 0.90773 -1.62831 -1.458 -0.995 -0.418 0.6348
C 0.80807 -0.28004 -2.52669 0.466 -0.522 0.112 -0.7098
N 0.60730 -1.20048 -3.20233 0.294 1.098 0.707 -0.7131
C -0.22474 0.98415 -0.70253 -0.387 0.492 -0.115 -0.4017
C -0.67529 2.41468 -0.31411 -0.674 0.066 0.034 -0.5197
C -1.43165 2.44312 1.02926 0.585 0.652 -0.198 0.2417
F -2.35504 1.43306 1.04971 0.014 0.391 -0.079 -0.3402
Br -0.26352 2.17486 2.56567 0.188 -1.130 -0.504 -0.0345
C -2.18034 3.86178 1.20737 0.460 -0.571 1.720 0.7081
F -1.87440 4.71501 0.22719 -0.551 -0.390 -0.278 -0.1997
F -3.49281 3.60957 1.29075 0.123 0.384 -0.795 -0.2138
Br -1.71210 4.79312 2.88245 -0.564 0.580 -0.423 -0.1870
P 1.19594 2.37066 -2.78645 0.783 1.746 -0.724 0.9818
O 1.88261 3.49087 -2.14000 -0.016 -0.084 0.338 -0.6747
O -0.27317 2.82673 -3.30385 0.976 -0.862 0.198 -0.2614
O 1.99528 1.97260 -4.15293 -0.908 -0.739 1.166 -0.6078
H 3.25351 -1.20080 -0.03254 -0.275 0.273 -0.268 0.6397
H 1.48209 -1.32002 -0.26826 0.325 0.208 -0.191 0.3109
H 0.34100 -0.93923 2.00186 0.217 0.276 0.059 0.3076
H 3.65171 1.22179 -2.52598 -0.286 -0.089 0.361 0.4499
H 4.07781 -0.29765 -1.73775 -0.568 0.207 0.021 0.3576
H 5.25872 -0.14737 0.54205 0.343 0.314 0.186 0.3227
H 6.98576 1.18307 1.78891 0.024 0.348 -0.209 0.3809
H 7.43136 3.55698 1.08840 -0.136 -0.262 -0.083 0.3449
H 6.18791 4.55968 -0.86144 0.234 -0.234 0.319 0.3911
H 4.51443 3.18447 -2.02423 0.146 -0.041 0.341 0.2240
H -0.10539 0.41375 0.23024 0.491 -0.005 -0.451 -0.2670
H -1.03503 0.49006 -1.25763 0.190 0.254 0.370 0.5655
H 0.12668 3.16719 -0.30125 -0.125 -0.374 0.104 0.6385
H -1.41683 2.75476 -1.05944 0.350 -0.089 0.207 0.0048
H -0.14536 3.71607 -3.67440 -0.189 -0.014 0.097 0.3853
H 2.37739 1.08500 -4.08758 -0.039 0.030 -0.405 0.4047
C -0.41679 -4.17180 2.69292 -0.185 0.011 0.027 -1.0324
C -0.56745 -4.02751 4.20430 0.105 0.069 -0.088 -0.4295
C 0.74201 -4.24799 4.96064 -0.011 0.002 0.097 -0.6198
C 1.34444 -5.64710 4.81270 -0.026 -0.003 -0.091 -0.7021
C 0.42944 -6.79242 5.24639 0.138 0.006 0.124 -0.3596
C 0.06136 -6.73920 6.72573 -0.117 -0.075 -0.084 -1.1921
H -0.09601 -5.17635 2.41219 0.003 0.015 -0.017 0.3283
H -1.37190 -3.98120 2.19763 0.040 -0.028 -0.046 0.3785
H 0.31312 -3.45802 2.30681 0.020 -0.125 0.011 0.1576
H -1.33965 -4.71334 4.56439 0.029 0.005 0.035 0.3124
H -0.92896 -3.01869 4.42505 -0.017 -0.030 0.040 0.3532
H 0.57848 -4.03059 6.02013 0.016 -0.020 -0.002 0.3358
H 1.47911 -3.51533 4.61646 -0.034 0.004 -0.025 0.2925
H 2.26819 -5.68923 5.39905 -0.017 -0.019 0.003 0.3915
H 1.64308 -5.80849 3.77283 0.003 0.026 0.008 0.2840
H 0.94335 -7.73781 5.05052 -0.038 0.008 -0.052 0.3592
H -0.48067 -6.80607 4.64066 0.020 0.019 -0.024 0.2429
H 0.95661 -6.78062 7.34987 -0.016 0.039 0.011 0.2935
H -0.57367 -7.58650 6.99070 0.021 0.025 0.058 0.3766
H -0.48651 -5.82837 6.97298 0.022 -0.008 0.022 0.2844
C -6.92835 1.89137 -4.33089 -0.011 -0.163 -0.031 -1.2199
C -6.06944 1.11959 -3.33413 -0.076 0.130 0.036 -0.5206
C -4.97865 1.97595 -2.69201 0.076 -0.062 0.044 -0.4350
C -3.94159 2.53764 -3.66777 -0.074 0.016 -0.074 -0.6425
C -3.19704 1.48786 -4.49342 0.109 0.136 0.152 -0.7015
C -2.37520 0.53183 -3.63919 -0.224 -0.296 -0.213 -0.7101
H -6.33757 2.26758 -5.16770 -0.019 0.022 0.007 0.2860
H -7.70561 1.24493 -4.74255 -0.013 0.066 -0.015 0.3800
H -7.41730 2.73990 -3.84754 0.027 0.019 -0.027 0.2945
H -5.63202 0.24561 -3.82516 0.031 0.018 0.026 0.2345
H -6.71637 0.73230 -2.54214 0.040 -0.032 -0.007 0.4103
H -4.47376 1.38487 -1.92150 0.012 0.018 0.001 0.1310
H -5.44737 2.81345 -2.16516 -0.015 -0.018 -0.007 0.4547
H -3.21180 3.12332 -3.09695 0.021 -0.013 -0.016 0.1785
H -4.42489 3.24435 -4.34853 -0.010 0.007 0.032 0.4115
H -2.52309 2.00462 -5.18285 -0.033 -0.021 -0.027 0.3520
H -3.89524 0.92037 -5.11405 -0.023 0.030 0.008 0.4166
H -1.63956 1.07859 -3.05747 -0.095 0.028 -0.039 -0.2271
H -1.84487 -0.18391 -4.26960 0.034 -0.008 0.086 0.4524
H -3.00427 -0.03893 -2.95157 0.006 -0.011 -0.014 0.3052
```
Positions in Å, forces in eV/Å.

## Properties
LUMO energy ... 0.0094 Eh
HOMO energy ... -0.3442 hartree


Entry 3:
A molecular structure, C28H44BrCrN3P2. Source: the OMol25 dataset; level of theory: ωB97M-V/def2-TZVPD.

Geometry as XYZ:
```
79
Properties=species:S:1:pos:R:3:forces:R:3:mulliken_charge:R:1
N 7.52912 -6.64192 2.28346 0.258 -0.340 0.146 -0.5751
C 7.67956 -5.54890 3.02915 -0.592 0.581 -0.487 -0.3067
C 6.91211 -4.39317 2.82415 -0.424 -0.403 -0.525 -0.4812
C 5.89733 -4.40038 1.83121 1.032 -1.145 0.309 0.6732
C 5.77571 -5.57070 1.05037 0.201 0.040 0.313 -0.4580
C 6.61832 -6.66185 1.31465 -0.489 0.851 -0.048 -0.3152
C 5.00936 -3.26119 1.66853 -0.940 -0.126 -0.227 -0.1044
Cr 0.28057 1.55003 -0.03264 -0.415 -0.560 2.292 -0.4077
P -5.96391 1.28811 1.33239 2.677 -0.713 -0.520 0.3331
C 3.78119 -3.34132 1.09660 1.327 -0.445 0.658 -0.5231
C 2.90724 -2.20302 1.00153 -0.603 0.782 0.037 1.1380
C 1.51568 -2.38231 0.83586 0.433 0.286 0.094 -1.1519
C 0.66931 -1.27721 0.78246 0.430 -0.327 0.051 -0.0155
C 1.23830 -0.01169 0.87311 -0.465 1.387 -1.114 0.8163
C 2.60642 0.20781 1.03806 0.115 -1.078 0.007 -0.3796
C 3.44138 -0.90550 1.11233 -0.343 0.279 -0.044 -1.1718
Br -1.68764 1.41759 1.31905 -0.214 -0.031 -0.172 -0.4380
H 5.34901 -2.33239 2.13844 -0.146 -0.296 -0.249 0.1918
H 3.37970 -4.30312 0.77682 0.203 0.185 0.016 0.2893
H 7.08279 -3.51172 3.43551 -0.077 -0.096 -0.042 0.3499
H 5.03671 -5.63158 0.24515 0.342 -0.003 0.294 0.3049
H 8.43529 -5.57052 3.81559 -0.152 -0.084 -0.239 0.3562
H 6.53237 -7.56945 0.71049 0.130 0.240 0.268 0.3513
H 1.12716 -3.39624 0.77160 -0.004 0.160 0.000 0.4034
H 4.51696 -0.76547 1.22832 -0.358 -0.034 -0.111 0.2341
H -0.40468 -1.40979 0.66535 0.167 0.059 0.029 0.5832
H 3.04029 1.19861 1.08109 -0.008 -0.228 -0.101 0.2343
P -0.22250 0.81787 -2.16333 0.447 -0.526 -0.431 1.0936
C -4.92585 1.23391 2.83820 -0.791 0.559 0.503 -0.1656
C -5.70529 0.76768 4.08043 0.065 -0.089 0.239 -1.2732
H -4.53515 2.25473 2.97607 -0.065 -0.333 -0.027 0.4708
H -4.09138 0.55403 2.61222 -0.187 0.226 -0.164 0.1312
H -5.12573 1.02174 4.97632 -0.207 -0.127 -0.191 0.3766
H -6.68864 1.25269 4.15715 0.340 -0.110 0.043 0.3732
H -5.85378 -0.32050 4.07605 -0.012 0.299 -0.021 0.3362
C -5.67321 -0.32971 0.52411 -1.047 -0.222 0.331 0.0174
C -6.84955 -0.75351 -0.37186 -0.006 -0.222 -0.246 -1.1826
H -5.52655 -1.05739 1.33794 0.028 0.208 -0.287 0.4476
H -4.73964 -0.21421 -0.04799 -0.137 0.047 0.269 -0.1296
H -6.75688 -1.82135 -0.60439 -0.082 0.287 -0.019 0.3755
H -7.81980 -0.59745 0.12133 0.322 -0.117 -0.137 0.3635
H -6.85431 -0.20228 -1.32161 -0.035 -0.106 0.259 0.3305
C -5.19857 2.48956 0.18407 -1.176 0.350 -0.104 0.1016
C -5.80246 3.89230 0.36201 0.131 0.324 -0.116 -1.2668
H -5.42564 2.10023 -0.82262 0.194 0.152 0.280 0.3863
H -4.10965 2.47839 0.36449 -0.337 -0.220 0.055 -0.1076
H -5.44431 4.52974 -0.45640 -0.142 -0.032 0.311 0.3649
H -6.90334 3.88488 0.33216 0.416 -0.042 -0.073 0.3823
H -5.49448 4.34552 1.31493 -0.068 -0.112 -0.281 0.3486
C -0.65772 2.17533 -3.28841 -0.229 0.525 -0.016 -0.4201
C 0.07495 2.22006 -4.62967 -0.004 0.153 -0.258 -1.2692
H -0.49171 3.09969 -2.71302 -0.162 -0.120 -0.383 0.2300
H -1.74563 2.09657 -3.44557 0.328 0.131 0.048 0.5108
H 1.13600 2.47572 -4.52357 -0.245 -0.157 0.047 0.2621
H -0.00830 1.27036 -5.17186 0.025 0.231 0.105 0.3249
H -0.37675 2.99732 -5.25610 0.087 -0.174 0.088 0.4263
C -1.66548 -0.29364 -2.11646 -0.493 -0.043 0.128 -0.1595
C -1.42271 -1.77562 -2.41334 -0.056 -0.130 -0.080 -1.3602
H -2.39704 0.13121 -2.82417 0.175 -0.245 0.212 0.5210
H -2.07893 -0.14714 -1.10434 0.033 -0.187 -0.364 -0.1449
H -1.16577 -1.92565 -3.46932 -0.019 -0.025 0.271 0.3889
H -0.63025 -2.21468 -1.79435 -0.170 0.174 -0.119 0.2473
H -2.34383 -2.33540 -2.20786 0.226 0.095 -0.109 0.4020
C 1.23490 -0.04416 -2.81430 -0.241 -0.429 -0.309 -0.7599
C 2.52872 0.75153 -2.62632 0.441 0.128 -0.011 -1.0481
H 1.04044 -0.26592 -3.87471 0.193 -0.080 0.306 0.6406
H 1.29557 -1.00319 -2.28225 -0.091 0.224 -0.101 0.4045
H 3.33345 0.07872 -2.30036 -0.179 0.234 -0.203 0.3126
H 2.83204 1.23312 -3.56632 -0.024 -0.100 0.379 0.3640
H 2.44833 1.52777 -1.84721 0.018 -0.187 -0.279 0.1146
N 2.93373 4.62978 0.81165 -0.419 0.117 -0.181 -0.0472
C 2.44529 5.14840 -0.38267 0.206 -0.318 0.333 -0.5652
C 1.53824 4.25450 -0.84936 0.417 -0.365 0.901 -0.4772
N 1.45711 3.19266 0.06677 0.821 0.756 -0.079 0.3617
C 2.30149 3.46972 1.06698 -0.103 0.714 -0.672 -0.5802
H 3.61705 5.07094 1.42402 -0.297 -0.143 -0.276 0.2467
H 2.78971 6.07750 -0.79408 0.080 0.088 0.021 0.4182
H 0.95465 4.29458 -1.75493 0.079 -0.041 0.120 0.3817
H 2.46353 2.91033 1.98325 -0.138 0.038 -0.348 0.5684
```
Positions in Å, forces in eV/Å.

## Properties
Net charge ... +2
LUMO energy (alpha / beta) ... -0.2201 / -0.3131 Eh
Multiplicity ... 5
HOMO energy (alpha / beta) ... -0.4389 / -0.4429 hartree
Energy above the lowest of the compared OMol25 structures with the same formula, charge and spin ... 0.000 eV
⟨S²⟩ ... 6.20


| no. | DFT total energy (a.u.) |
| --- | --- |
| 1 | -2335.7787 |
| 2 | -7367.9403 |
| 3 | -5558.2181 |